Entry 1:
15
Properties=species:S:1:pos:R:3:forces:R:3 method="wB97M-V/def2-TZVPD" charge=0 spin_multiplicity=3 total_energy_ev=-53416.58634 homo_ev="-6.247 / -9.024" gap_ev="6.58 / 7.34" e_lumo_ev="0.33 / -1.68"
S 0.50543 -1.87102 0.10306 -0.4 -0.1 -1.8
S -1.54490 0.34939 1.99257 0.7 0.3 0.0
S -2.23791 -1.40429 -0.77393 1.4 -1.2 0.1
S 0.09866 0.24312 -2.11785 -0.2 2.2 2.5
Si 2.23059 1.37360 0.73562 0.6 0.2 0.9
C -0.64079 -0.44998 -0.50665 0.9 -1.3 -1.2
C -0.68783 0.63962 0.46926 -1.7 -3.0 1.4
H -1.17018 -0.91384 2.43617 0.0 0.9 -1.0
H -3.17475 -0.51046 -0.83886 -0.6 1.4 -0.1
H 2.78347 0.15361 1.33386 0.0 -0.1 -0.5
H 2.30428 2.48270 1.65964 0.0 0.5 0.2
H -0.09880 -0.81846 -2.73803 -0.6 -2.7 -1.7
H -0.83598 1.55878 0.01458 -0.2 2.0 -0.1
H 1.94174 1.75885 -0.63032 0.1 -0.3 -0.3
H 0.52698 -2.59163 -1.13912 -0.1 1.1 1.7

Entry 2:
11
Properties=species:S:1:pos:R:3:forces:R:3 method="wB97M-V/def2-TZVPD" charge=0 spin_multiplicity=1 total_energy_ev=-10078.63450 homo_ev=-9.884 gap_ev=11.04 e_lumo_ev=1.15 e_above_lowest_ev=2.130
Si -1.17271 -1.00139 -0.04279 2.9 1.0 -1.6
C -0.17161 0.59088 -0.65470 1.8 -1.8 0.6
C 1.23451 0.71247 0.67722 -1.8 -1.9 -3.7
H 1.94488 -0.09626 0.39624 -0.4 0.6 0.1
H -2.15159 -1.29363 -1.07119 -1.4 0.2 0.3
H -0.33472 -2.20455 -0.46888 0.0 0.5 0.8
H 1.69986 1.67429 0.48669 -0.2 0.1 0.8
H -1.19431 -0.78986 1.42595 -0.8 -0.4 -0.1
H 0.04476 0.50887 -1.83363 0.3 0.0 2.9
H -0.69675 1.51328 -0.54970 -0.5 0.6 0.3
H 0.79770 0.38590 1.63479 0.1 1.0 -0.4

Entry 3:
14
Properties=species:S:1:pos:R:3:forces:R:3 method="wB97M-V/def2-TZVPD" charge=-1 spin_multiplicity=1 total_energy_ev=-15223.29206 homo_ev=-3.549 gap_ev=7.28 e_lumo_ev=3.73
S 2.43093 -0.25941 0.01262 1.0 0.7 0.4
N -0.29249 -0.88801 -0.54378 0.4 0.8 0.2
C -0.86950 0.37435 -0.05904 -0.3 -0.4 0.3
C -1.28777 0.30654 1.42705 -0.4 0.4 -0.9
B 1.04250 -0.61147 -1.29001 -1.2 -0.3 -0.8
H 0.86309 0.34166 -2.01827 0.2 0.2 0.0
H 2.95984 0.96922 -0.28586 -0.4 -0.6 0.0
H -2.04917 -0.46615 1.58298 0.2 -0.1 0.1
H 1.34194 -1.56165 -1.98054 0.3 -0.3 0.1
H -0.40438 0.12575 2.04065 -0.1 -0.1 0.0
H -0.08707 -1.44517 0.27696 0.0 -0.2 0.0
H -1.72332 0.61601 -0.71479 0.0 0.1 0.3
H -1.74193 1.26979 1.69836 0.1 -0.1 0.2
H -0.18267 1.22856 -0.14633 0.2 -0.2 0.0

Entry 4:
16
Properties=species:S:1:pos:R:3:forces:R:3 method="wB97M-V/def2-TZVPD" charge=0 spin_multiplicity=1 total_energy_ev=-61781.82935 homo_ev=-8.330 gap_ev=5.33 e_lumo_ev=-3.00
Nb 0.44108 0.26860 -0.06637 -2.9 3.9 -1.7
Cu 0.96947 -4.74638 -0.70963 0.9 2.0 0.0
P 1.75627 -1.84250 0.68736 -1.2 -0.2 -1.1
O 1.92737 -2.70769 -0.64032 -0.5 -1.7 1.5
O -2.57163 2.12925 1.30764 0.1 -3.0 -7.3
C -0.95272 2.01228 -0.66711 -2.3 -0.2 -0.1
C -2.42095 1.66301 0.05390 1.7 3.1 5.1
H -0.24594 0.40994 1.61934 0.7 -0.6 0.6
H -3.22435 1.00639 -0.51180 1.5 1.3 1.2
H 0.92352 -2.56222 1.66051 1.4 0.3 -0.3
H 2.99852 -1.36982 1.24950 -0.5 -1.0 0.1
H 1.17056 0.15467 -1.72365 1.0 -0.5 -0.1
H 1.76720 1.38394 0.46321 0.7 -0.3 0.3
H -1.11898 2.02069 -1.84915 0.5 -0.1 2.4
H -0.50823 3.04988 -0.28053 -1.2 -2.3 -0.7
H -0.91118 -0.87004 -0.59289 0.1 -0.7 0.2

Entry 5:
22
Properties=species:S:1:pos:R:3:forces:R:3 method="wB97M-V/def2-TZVPD" charge=-2 spin_multiplicity=5 total_energy_ev=-64328.01805 homo_ev="0.643 / 0.737" gap_ev="4.15 / 4.04" e_lumo_ev="4.79 / 4.78" e_above_lowest_ev=0.000
Fe -0.08548 -0.42964 0.31313 1.5 0.2 0.0
P 2.16111 -1.76380 -0.24604 1.3 0.9 1.4
O 0.98541 -1.20184 -1.19800 -0.4 -0.4 -0.6
O 0.05350 -0.89455 -3.57797 -0.6 0.0 -0.3
O 3.52546 -1.17414 -0.56530 -0.3 0.0 -0.6
O -0.07081 1.80492 -0.25026 -0.2 0.3 -0.5
O 2.16758 -3.26567 -0.09134 -0.6 -0.5 -0.4
O 1.61059 -1.04956 1.09238 -0.2 -0.5 0.1
O -1.91653 -0.59332 -0.87023 -0.9 -0.3 0.0
O -1.12401 -1.91621 1.56946 -0.5 -0.1 0.2
O -0.27145 1.12775 1.82267 -0.5 0.6 0.4
C -0.11670 2.05012 0.96860 -0.3 -0.8 0.3
C -0.04589 3.48564 1.42503 0.4 0.8 -0.3
H -1.94559 -0.63286 -1.83387 0.5 0.1 -0.1
H -2.69266 -0.11143 -0.57409 0.0 0.2 -0.1
H -0.78761 -2.03249 2.46252 0.4 0.1 -0.1
H -1.05053 3.90616 1.52482 0.0 -0.2 0.2
H 0.44293 4.08331 0.64932 0.0 -0.1 0.0
H 0.27786 -1.77889 -3.88086 0.0 0.0 0.0
H -2.00267 -2.29897 1.53132 0.0 -0.1 0.0
H 0.51122 3.62382 2.34975 -0.2 -0.2 0.2
H 0.37427 -0.93834 -2.62102 0.6 -0.1 0.2

Entry 6:
13
Properties=species:S:1:pos:R:3:forces:R:3 method="wB97M-V/def2-TZVPD" charge=+1 spin_multiplicity=1 total_energy_ev=-5191.82818 homo_ev=-13.249 gap_ev=8.97 smiles=NCC[NH3+] e_lumo_ev=-4.28 e_above_lowest_ev=2.126
N -0.29233 -1.96763 -0.02793 1.3 1.5 0.8
N 0.18174 1.75099 -0.34326 1.1 0.8 -5.6
C 0.57594 0.33394 -0.11133 0.5 -2.1 1.3
C -0.50238 -0.61934 0.50304 -1.5 0.5 -1.3
H -1.57382 -0.37487 0.20708 1.2 0.6 0.7
H -0.60439 1.80688 -1.23321 2.6 0.0 3.3
H -0.81028 -2.46174 -0.73780 -0.5 0.6 0.4
H -0.30186 -0.51686 1.59811 -0.9 -0.8 -0.8
H -0.16452 2.23554 0.47011 -0.2 0.2 0.4
H 0.95540 -0.27962 -0.93091 -0.3 1.2 -1.0
H 1.45207 0.28581 0.56777 -0.5 0.7 -0.1
H -0.04343 -2.46617 0.76820 0.4 -2.1 0.7
H 1.12787 2.27306 -0.72988 -3.2 -1.2 1.2

Entry 7:
14
Properties=species:S:1:pos:R:3:forces:R:3 method="wB97M-V/def2-TZVPD" charge=+1 spin_multiplicity=1 total_energy_ev=-7240.47485 homo_ev=-13.964 gap_ev=9.72 e_lumo_ev=-4.24 e_above_lowest_ev=1.881
O 1.44396 -0.14251 2.79577 0.0 0.1 0.3
N 1.84683 -1.26989 0.86332 0.8 -0.3 0.1
N -0.47947 0.76494 -1.16321 0.4 0.0 0.2
C -1.88975 0.39468 -0.79850 -0.2 -0.2 -0.2
C 1.15930 -0.40874 1.66812 0.0 -0.3 0.1
H -0.01155 0.99950 -0.28254 0.2 0.2 -0.2
H -1.84559 -0.24197 0.08133 0.0 0.1 0.1
H 1.97063 -1.13611 -0.12791 -0.4 0.1 0.0
H -0.38110 1.55749 -1.80229 -0.3 0.0 0.1
H -2.35978 -0.16871 -1.59871 0.1 0.2 -0.1
H 0.06144 0.00326 -1.57574 -0.2 -0.2 0.0
H 2.70261 -1.61258 1.29031 -0.1 0.0 0.0
H 0.20185 -0.05904 1.24397 -0.2 0.2 -0.3
H -2.41937 1.31969 -0.59392 -0.1 -0.1 0.0

Entry 8:
14
Properties=species:S:1:pos:R:3:forces:R:3 method="wB97M-V/def2-TZVPD" charge=+1 spin_multiplicity=1 total_energy_ev=-7240.23935 homo_ev=-15.225 gap_ev=10.57 e_lumo_ev=-4.66 e_above_lowest_ev=2.117
O -0.83394 -2.52085 1.76371 -0.5 1.7 -1.2
N -0.00385 0.24595 -0.45802 -0.7 -0.1 0.4
N 1.79723 1.39431 0.23706 1.4 -0.8 0.2
C 0.99420 1.03433 -0.75945 0.3 -0.3 0.6
C -1.33912 0.51954 -0.95716 -1.8 -0.9 -1.8
H 1.53008 1.29507 1.22311 -0.2 -0.3 -0.7
H -0.59282 -3.04533 2.48325 0.4 -1.0 2.5
H -1.35840 1.54820 -1.27903 0.3 0.2 -1.0
H 1.22914 1.37964 -1.78909 -0.5 -0.1 0.7
H -1.70173 -0.21186 -1.81466 0.7 1.5 2.0
H 0.13013 -0.39106 0.34677 -0.4 0.7 -0.3
H 2.77835 1.17054 0.08952 0.2 1.0 0.0
H -2.08970 0.66735 -0.15762 0.5 -1.1 0.0
H -0.53959 -3.08584 1.07162 0.1 -0.6 -1.4

Entry 9:
14
Properties=species:S:1:pos:R:3:forces:R:3 method="wB97M-V/def2-TZVPD" charge=+1 spin_multiplicity=1 total_energy_ev=-7239.67302 homo_ev=-13.070 gap_ev=9.61 e_lumo_ev=-3.46 e_above_lowest_ev=2.683
O 1.74250 -1.01728 -1.64982 0.3 -0.1 -0.4
N -1.32829 2.22080 0.44980 1.7 -0.1 -2.8
N 0.39379 -1.16027 0.75509 -1.8 -0.4 -1.6
C -0.64933 -0.10825 0.91124 1.3 2.6 -0.2
C -0.39919 1.17328 0.32332 -3.6 -3.3 -0.5
H 0.13830 1.19057 -0.69254 -0.1 0.2 2.1
H -1.69242 2.46593 -0.49108 0.8 0.3 0.9
H -0.16312 -2.10174 0.65673 2.1 2.0 0.3
H -2.10960 2.23567 1.04465 -0.6 -0.7 1.5
H 1.02786 -1.10038 1.52698 0.4 -0.8 0.8
H 2.43003 -1.26365 -2.28590 0.4 0.2 0.5
H 0.96762 -1.18690 -2.17656 -0.8 0.0 -0.4
H -1.32709 -0.43014 1.72297 0.2 1.0 -0.6
H 0.96895 -0.91765 -0.09487 -0.2 -0.9 0.3

Entry 10:
16
Properties=species:S:1:pos:R:3:forces:R:3 method="wB97M-V/def2-TZVPD" charge=0 spin_multiplicity=1 total_energy_ev=-33062.82910 homo_ev=-7.674 gap_ev=7.26 e_lumo_ev=-0.42 e_above_lowest_ev=1.690
P 2.37399 0.01295 0.73179 -0.3 0.4 -2.6
P 2.57895 -1.91349 -1.04672 1.1 -1.5 0.2
P -0.44521 -0.81862 0.33012 0.2 1.1 0.2
N 0.76756 0.07460 0.79118 -2.5 -1.0 0.1
N 1.12922 -1.85574 -1.64491 -1.6 1.5 -1.9
C -2.33888 1.20991 0.81521 -0.4 -1.2 1.8
C -1.56292 0.54551 -0.33866 -1.2 0.2 -1.6
H 2.37559 1.07148 -0.32190 1.2 -0.6 0.9
H -3.36315 1.77014 0.72005 2.1 -1.1 -0.5
H -2.55315 0.27332 1.46258 -0.1 1.7 -0.3
H 2.58818 0.78395 1.81312 0.9 0.8 1.4
H -1.60682 1.82612 1.39123 -0.8 -0.3 -0.3
H -1.04434 1.25091 -0.99155 0.5 0.1 0.4
H 1.00302 -1.24232 -2.53758 0.6 -1.1 2.2
H -2.27567 0.10496 -1.06218 0.1 -0.3 0.5
H 2.37363 -3.09368 -0.11177 0.1 1.4 -0.4

Entry 11:
15
Properties=species:S:1:pos:R:3:forces:R:3 method="wB97M-V/def2-TZVPD" charge=0 spin_multiplicity=3 total_energy_ev=-25319.85461 homo_ev="-7.970 / -7.958" gap_ev="9.02 / 6.03" e_lumo_ev="1.05 / -1.93" e_above_lowest_ev=0.000
S 3.82274 -0.54299 -0.31071 -0.1 -0.2 0.0
P 0.44766 -0.74568 -0.25676 -0.3 1.3 0.8
N 1.78381 1.55977 0.31374 -0.6 0.8 -0.2
N 0.80826 0.98077 -0.46487 -1.7 -1.6 1.9
C -0.99522 -0.95834 -1.43191 1.6 2.7 -1.4
C -0.39444 -0.33166 1.39508 -2.2 -4.7 -2.9
H -1.38557 -1.88587 -1.16336 -1.0 -1.6 0.1
H 2.65288 1.31317 -0.08460 1.9 -0.3 0.1
H -1.32807 -0.95328 1.55955 1.1 0.3 -0.2
H 0.87759 1.30643 -1.35896 0.2 0.9 -2.8
H 1.69298 1.39827 1.29910 -0.1 -0.3 0.2
H -0.52661 -0.99704 -2.47129 -0.6 -0.3 1.3
H -0.72518 0.59546 1.27743 -1.3 4.2 -0.3
H -1.75415 -0.13149 -1.48144 0.6 -0.8 0.5
H 0.20005 -0.45365 2.19281 2.3 -0.4 2.8

Entry 12:
14
Properties=species:S:1:pos:R:3:forces:R:3 method="wB97M-V/def2-TZVPD" charge=+1 spin_multiplicity=3 total_energy_ev=-16024.17291 homo_ev="-10.124 / -14.513" gap_ev="7.04 / 6.95" e_lumo_ev="-3.09 / -7.57" e_above_lowest_ev=0.356
S -2.26020 0.89005 0.19116 0.5 -1.5 0.5
N 2.69819 0.37734 0.08389 0.2 3.1 -0.6
N 0.24536 -0.00330 -0.11032 3.0 -3.8 -0.6
C -0.49579 1.04873 0.02837 -3.0 2.6 0.3
C -2.48450 -0.96990 0.02278 -1.8 2.0 -3.0
H 2.69338 -0.41773 0.64482 0.9 -1.2 1.7
H 3.38981 0.31699 -0.66015 0.0 0.3 0.4
H -1.82258 -1.63713 0.55666 -0.1 0.2 0.2
H -0.05821 -0.95964 -0.24503 -0.6 0.5 -0.1
H -0.07255 2.02999 0.16418 -0.2 0.1 0.1
H 2.65905 1.32307 0.60327 0.6 -2.4 -1.0
H -2.33375 -0.92347 -1.12726 0.3 -0.8 1.6
H 1.44241 0.10221 -0.18226 -1.3 0.8 -0.3
H -3.60064 -1.17720 0.02990 1.5 0.2 0.8

Entry 13:
15
Properties=species:S:1:pos:R:3:forces:R:3 method="wB97M-V/def2-TZVPD" charge=+1 spin_multiplicity=1 total_energy_ev=-26863.22958 homo_ev=-12.907 gap_ev=8.28 e_lumo_ev=-4.63 e_above_lowest_ev=1.519
S 1.66532 -1.45973 0.23998 -1.3 -0.6 0.3
S -3.05541 -2.20633 0.13577 -0.5 0.3 0.6
N 0.28850 0.82241 -0.09257 5.4 -0.3 -1.0
N 2.58443 2.32825 -0.32634 -0.6 -0.7 3.2
C 2.78133 0.89472 -0.34143 0.0 0.3 0.5
C 1.48522 0.21295 -0.06490 -2.8 -0.2 0.0
H 3.00322 2.77384 -1.03686 1.4 1.5 -4.1
H 0.31521 -1.89354 0.32502 1.4 0.8 -0.1
H -2.32102 -3.07317 -0.49024 1.0 -0.5 -1.1
H -0.44269 0.37262 0.31054 -3.0 -1.3 1.0
H -3.51305 -3.29736 0.76158 -0.4 0.3 0.5
H 3.12552 2.80537 0.41177 -0.8 -0.9 0.3
H 0.26496 1.75291 -0.45202 -0.1 0.9 0.2
H 3.40471 0.59433 0.53260 0.1 -0.1 -0.9
H 3.13739 0.44193 -1.29532 0.2 0.6 0.6

Entry 14:
17
Properties=species:S:1:pos:R:3:forces:R:3 method="wB97M-V/def2-TZVPD" charge=+1 spin_multiplicity=1 total_energy_ev=-48532.75124 homo_ev=-13.437 gap_ev=10.04 e_lumo_ev=-3.40 e_above_lowest_ev=0.668
S -1.38687 1.39521 0.61071 0.2 -0.9 -0.1
S 1.14104 -2.00276 -0.48529 1.6 -0.8 -0.4
S -1.41338 -1.27986 -1.25111 -0.7 -0.7 0.0
S 1.58565 0.97970 1.10210 1.0 -2.0 -0.3
N -0.69238 -1.38701 1.41577 1.0 2.6 -1.1
N 0.46308 0.80252 -1.30496 0.8 0.9 -1.5
C -0.24039 -1.01739 0.17251 0.0 1.6 -1.8
C 0.16010 0.51978 0.09048 -0.8 0.8 2.3
H 2.28445 -1.27793 -0.21879 -0.9 -0.2 0.3
H -0.52043 0.91912 -1.66637 1.5 -0.8 -1.1
H -0.83002 2.57026 0.67126 0.4 1.1 0.0
H -2.41252 -0.39527 -1.00501 0.3 -0.3 0.4
H 1.12152 0.00244 -1.52896 -1.6 -0.2 -1.0
H 1.08320 1.58524 -1.61537 -0.9 0.1 1.2
H -1.49302 -1.88545 1.48362 -2.7 -2.0 0.3
H 1.09304 2.06613 1.55130 -0.7 1.7 0.7
H 0.05694 -1.59474 1.97810 1.5 -0.9 2.1

Entry 15:
14
Properties=species:S:1:pos:R:3:forces:R:3 method="wB97M-V/def2-TZVPD" charge=+1 spin_multiplicity=1 total_energy_ev=-13066.07190 homo_ev=-14.326 gap_ev=8.94 e_lumo_ev=-5.38 e_above_lowest_ev=3.293
Si -0.03532 0.99081 -2.55561 -0.1 1.8 3.4
N -0.12599 0.72251 -0.87285 0.0 -0.2 -1.0
N -0.56958 -0.47632 0.54505 1.0 -1.0 -3.8
C 0.47319 -1.51212 0.47781 0.8 -0.8 2.4
C -0.47618 0.37879 1.62903 -2.8 0.6 1.2
H 0.55036 0.41763 2.06665 -1.0 0.7 0.0
H 1.50237 -1.17373 0.23831 -0.8 -0.1 -0.3
H 0.36249 -0.09681 -3.29160 0.2 -1.7 -1.4
H 0.00825 2.43186 -3.09775 -0.1 -1.2 0.5
H 0.19629 -2.49620 0.10071 -0.3 0.7 -1.4
H -1.30735 -0.17802 2.30795 2.1 1.3 -0.8
H -1.10807 1.30165 1.26801 1.7 -1.2 1.5
H -0.08566 1.59225 -0.35035 -0.2 0.1 0.0
H 0.61518 -1.90231 1.53464 -0.2 1.0 -0.5

Entry 16:
14
Properties=species:S:1:pos:R:3:forces:R:3 method="wB97M-V/def2-TZVPD" charge=0 spin_multiplicity=1 total_energy_ev=-6685.11901 homo_ev=-7.413 gap_ev=8.27 e_lumo_ev=0.85 e_above_lowest_ev=5.390
N 0.86099 -0.95605 -0.08517 -1.7 -0.3 -1.6
N 1.82409 0.05110 -0.44791 0.5 -0.6 1.6
N -1.48694 -0.44240 -1.05363 -0.2 -0.1 -0.5
C -0.76167 1.14296 0.72218 0.9 0.0 0.0
C -0.81933 -0.17036 -0.00560 -1.6 -2.1 2.0
H 0.13982 1.18684 1.33297 0.0 0.1 0.1
H 2.75220 -0.29273 -0.22435 0.0 0.1 -0.2
H -1.61446 1.23961 1.39082 -0.1 -0.1 -0.1
H -2.13806 0.29720 -1.31144 0.4 0.1 -0.1
H -0.72795 1.97585 0.01579 -0.1 0.0 0.0
H 0.45070 -1.44395 0.77295 1.9 1.6 0.3
H -1.03803 -1.12926 1.13074 0.5 1.2 -1.5
H 0.79292 -1.69671 -0.78992 -0.2 0.4 -0.1
H 1.76572 0.23789 -1.44744 -0.3 -0.4 0.3

Entry 17:
15
Properties=species:S:1:pos:R:3:forces:R:3 method="wB97M-V/def2-TZVPD" charge=0 spin_multiplicity=1 total_energy_ev=-8736.68796 homo_ev=-7.914 gap_ev=8.77 smiles="NC=O.CNN" e_lumo_ev=0.86 e_above_lowest_ev=1.752
O -2.69348 0.21764 0.93386 0.4 -0.6 -0.5
N -2.29400 -0.12633 -1.27465 0.1 0.0 -0.1
N 0.64067 0.86836 1.16754 -0.1 0.8 0.9
N 1.20439 -0.37263 0.67900 -0.4 -0.5 -0.8
C -2.19310 -0.44974 0.04159 -0.2 0.5 0.3
C 2.24948 -0.05876 -0.29691 0.1 -0.2 0.3
H -1.79025 -0.63383 -1.98805 -0.2 0.1 0.3
H 0.15497 1.37585 0.42000 0.4 -0.7 0.0
H 1.83293 0.45637 -1.16920 -0.1 0.0 0.2
H -1.60266 -1.36342 0.21849 -0.1 0.1 0.0
H 2.70511 -0.98906 -0.65055 -0.2 0.1 0.1
H 1.64449 -0.88892 1.44988 -0.4 0.8 -0.2
H -0.10572 0.68881 1.85202 0.5 -0.3 -0.5
H 3.04031 0.55913 0.14208 0.0 0.2 -0.1
H -2.79314 0.71653 -1.52509 0.1 -0.2 0.0

Entry 18:
15
Properties=species:S:1:pos:R:3:forces:R:3 method="wB97M-V/def2-TZVPD" charge=0 spin_multiplicity=1 total_energy_ev=-8737.69497 homo_ev=-9.584 gap_ev=10.31 smiles="NC=O.NCN" e_lumo_ev=0.73 e_above_lowest_ev=0.745
O -0.59696 -1.90237 2.74389 -0.1 -0.2 0.0
N -0.65779 -1.35584 0.54261 -0.2 0.3 -0.8
N 0.39134 1.49141 -0.23468 -0.4 -0.1 0.0
N 0.44694 1.73053 -2.64286 -0.4 -0.1 0.2
C -0.92929 -2.14790 1.60605 0.4 0.8 0.0
C 1.24730 1.66859 -1.42246 -0.1 -0.3 0.4
H 0.77102 1.95736 0.58233 0.2 -0.1 -0.1
H -0.53476 1.62349 -2.39590 0.1 0.2 -0.1
H -1.09139 -1.52001 -0.35159 -0.1 -0.4 0.2
H 0.63452 0.92498 -3.22558 0.2 0.1 -0.1
H 1.90083 0.79691 -1.49983 0.3 0.2 0.2
H -1.46465 -3.04973 1.30908 -0.3 -0.4 0.1
H -0.50625 1.93931 -0.39725 0.1 0.1 0.0
H -0.22875 -0.43683 0.56521 0.2 0.0 0.5
H 1.84524 2.57037 -1.27479 0.1 0.0 -0.4

| no. | largest force on an atom (eV/Å) |
| --- | --- |
| 1 | 3.7 |
| 2 | 4.5 |
| 3 | 1.4 |
| 4 | 7.9 |
| 5 | 2.1 |
| 6 | 5.7 |
| 7 | 0.8 |
| 8 | 2.7 |
| 9 | 4.9 |
| 10 | 2.9 |
| 11 | 6.0 |
| 12 | 4.9 |
| 13 | 5.5 |
| 14 | 3.3 |
| 15 | 4.1 |
| 16 | 3.3 |
| 17 | 1.2 |
| 18 | 0.9 |